Entry from OMol25: one molecule with the formula C3H4N2S (ωB97M-V with the def2-TZVPD basis set).

XYZ file:
```
10
Properties=species:S:1:pos:R:3:forces:R:3:nbo_charge:R:1
C 0.508 -0.611 -0.439 -2.2 0.2 -0.3 -0.714
C -0.304 -0.469 0.856 -2.0 1.8 0.4 0.095
S -0.910 -1.694 1.743 0.6 1.0 -0.5 0.054
N -0.770 0.999 1.262 1.4 -2.8 -1.6 -0.676
C -0.736 2.065 0.450 1.1 -0.2 0.0 0.393
N -0.579 3.056 -0.113 -0.2 0.2 -0.5 -0.351
H 1.323 0.142 -0.411 -0.4 -0.7 -0.6 0.254
H 0.750 -1.682 -0.578 0.6 0.8 0.6 0.262
H -0.265 -0.511 -1.328 1.6 0.7 1.7 0.260
H -1.593 1.076 1.813 -0.5 -0.9 0.9 0.422
```
Positions in Å, forces in eV/Å.

As for the HOMO energy (alpha / beta): -0.3529 / -0.3528 hartree. As for the total charge: 0. As for the energy above the lowest of the compared OMol25 structures with the same formula, charge and spin: 1.9551 eV. For the total energy, the calculation gives -16989.536 eV. The value obtained for the LUMO energy (alpha / beta) is -0.691 / -0.692 eV. The structure (SMILES) is CC(=S)NC#N.